[1]
3 unconnected molecules or ions with the total composition C35H74BClFO9S, computed with ωB97M-V/def2-TZVPD.

```
! RIJCOSX wB97M-V def2-TZVPD def2/J DEFGRID3
* xyz -1 1
C -0.1958 1.8503 -2.1902
C -1.3993 2.5383 -1.5041
C -1.0705 3.3454 -0.2401
C -0.8058 2.4973 1.0191
C 0.6233 1.9366 1.0871
C 0.7365 0.5699 1.7881
C 0.7195 -0.6114 0.8197
C -0.6667 -1.0915 0.3417
C -1.8130 -1.0390 1.3801
C -2.7585 -2.2647 1.1866
C -4.2548 -1.9102 1.3684
C -5.0677 -2.3430 0.1304
C -5.0856 -1.2392 -0.9360
C -3.8038 -1.1644 -1.7836
C -4.0329 -0.6601 -3.2187
C -3.2702 -1.4644 -4.2859
B -1.7472 -0.9354 -4.5785
F -0.9643 -1.2382 -3.3721
C -1.1701 -1.7897 -5.8727
C 0.3566 -1.9628 -5.8537
C 0.8527 -3.4094 -6.1015
C 2.0505 -3.6205 -5.1683
S 3.0646 -5.0381 -5.5576
O 2.7816 -5.5982 -6.8322
O 4.4278 -4.6636 -5.3712
Cl 2.5753 -6.3800 -4.0658
C -1.6908 0.6733 -4.9237
C -0.2740 1.1056 -4.8006
C 0.0214 2.7157 -5.1049
O 0.3224 1.3999 -5.9499
H -0.1553 0.7946 -1.9294
H 0.7540 2.3192 -1.9463
H -0.3256 1.9075 -3.2721
H -2.1535 1.7913 -1.2561
H -1.8126 3.2355 -2.2328
H -1.9370 3.9829 -0.0396
H -0.2328 4.0312 -0.3921
H -1.5753 1.7296 1.0824
H -0.9390 3.1663 1.8713
H 1.1915 2.6248 1.7186
H 1.1277 1.9365 0.1263
H 1.7228 0.5694 2.2627
H 0.0198 0.4877 2.6035
H 1.3009 -1.4544 1.1904
H 1.2574 -0.2694 -0.0695
H -1.0022 -0.5864 -0.5619
H -0.5595 -2.1442 0.0728
H -1.4537 -1.0538 2.4057
H -2.4283 -0.1676 1.1712
H -2.5027 -2.9844 1.9635
H -2.5780 -2.6651 0.1947
H -4.6665 -2.3935 2.2545
H -4.4233 -0.8388 1.4858
H -6.0995 -2.4873 0.4600
H -4.6533 -3.2626 -0.2812
H -5.9579 -1.3947 -1.5736
H -5.2316 -0.2814 -0.4313
H -3.2347 -2.0907 -1.7475
H -3.1928 -0.4031 -1.2869
H -5.1044 -0.7624 -3.4257
H -3.8453 0.4132 -3.2790
H -3.1591 -2.4808 -3.8903
H -3.8742 -1.5233 -5.1971
H -1.6191 -2.7889 -5.8047
H -1.5202 -1.3689 -6.8160
H 0.7723 -1.3580 -6.6630
H 0.8123 -1.5827 -4.9374
H 1.2322 -3.4778 -7.1200
H 0.0755 -4.1514 -5.9431
H 1.6505 -3.7136 -4.1601
H 2.6894 -2.7432 -5.2016
H -2.1760 1.3091 -4.1741
H -1.9638 0.9320 -5.9450
H 0.2981 0.6723 -3.9938
H 0.0755 3.3222 -6.0135
H -1.0833 2.8715 -5.0266
C 2.1603 7.7084 6.1909
O 0.8390 7.2427 6.3478
C 0.0187 7.4941 5.2181
C -0.9750 6.3750 4.9938
O -0.4156 5.1814 4.4698
C 0.3967 4.3896 5.3246
C -0.3497 3.7006 6.4455
O -0.6828 4.6110 7.4822
C -1.8845 4.2828 8.1405
H 2.1963 8.8038 6.2045
H 2.7457 7.3235 7.0246
H 2.6007 7.3358 5.2593
H 0.6267 7.6189 4.3153
H -0.5354 8.4246 5.4023
H -1.6769 6.7139 4.2276
H -1.5610 6.1772 5.8932
H 1.2456 4.9605 5.7044
H 0.8005 3.6077 4.6768
H 0.2934 2.9200 6.8735
H -1.2519 3.2301 6.0384
H -2.7031 4.1473 7.4243
H -2.1381 5.1124 8.7987
H -1.7687 3.3726 8.7403
C 4.3981 -4.5681 -2.0060
O 4.1349 -3.7205 -0.9024
C 2.7456 -3.5048 -0.7081
C 2.3998 -3.3908 0.7590
O 2.4344 -4.6205 1.4742
C 3.6992 -5.2008 1.7458
C 4.5314 -4.4497 2.7631
O 5.1036 -3.2815 2.2014
C 5.2569 -2.2354 3.1311
H 4.1672 -4.0617 -2.9439
H 5.4586 -4.8172 -1.9910
H 3.8266 -5.4925 -1.9247
H 2.1607 -4.3192 -1.1515
H 2.4730 -2.5640 -1.2050
H 1.3607 -3.0588 0.8212
H 3.0059 -2.6291 1.2526
H 4.2609 -5.3767 0.8266
H 3.4704 -6.1794 2.1762
H 5.3509 -5.0990 3.1028
H 3.9013 -4.1972 3.6242
H 4.3144 -2.0280 3.6515
H 5.5472 -1.3431 2.5792
H 6.0367 -2.4723 3.8653
*
```

The HOMO energy is -0.194 hartree. The gap between HOMO and LUMO is 7.37 eV. Its total energy is -3037.97963 a.u.

---

[2]
A molecular structure, C35H74O20S2, computed with ωB97M-V/def2-TZVPD.

```
! RIJCOSX wB97M-V def2-TZVPD def2/J DEFGRID3
* xyz 0 1
C 2.0330 -1.7645 3.0178
C 3.1695 -0.8791 2.6026
C 2.6087 0.5177 2.8403
O 1.8739 0.4420 4.0760
C 1.1992 -0.8140 3.9618
H 2.3822 -2.6306 3.5800
H 1.4123 -2.0181 2.1584
H 3.4581 -1.0073 1.5594
H 3.9451 -0.9686 3.3631
H 1.9882 0.8572 2.0109
H 3.3532 1.3136 2.8193
H 0.2465 -0.5899 3.4819
H 0.9128 -1.2202 4.9319
C 1.1056 0.0975 -2.9654
C 1.5722 1.4798 -2.6168
C 1.2440 2.2220 -3.9604
O 1.0903 1.2864 -5.0324
C 1.3712 -0.0044 -4.5058
H 0.0250 -0.0452 -2.9736
H 1.5090 -0.7170 -2.3637
H 2.6158 1.3501 -2.3301
H 1.0456 1.8883 -1.7543
H 2.0314 2.9260 -4.2296
H 0.2939 2.7500 -3.8794
H 2.3885 -0.1413 -4.8725
H 0.6363 -0.7019 -4.9077
C -2.1917 2.1912 4.0675
C -1.7779 2.4311 2.7152
C -0.7615 1.3271 2.4217
O -0.7677 0.4847 3.5873
C -1.8792 0.7587 4.3220
H -3.1186 2.6663 4.3888
H -1.5397 2.8697 4.6175
H -1.4085 3.4194 2.4414
H -2.7716 2.2056 2.3282
H 0.1977 1.7028 2.0655
H -1.0309 0.7834 1.5162
H -1.7478 0.5500 5.3838
H -2.7451 0.1666 4.0258
C -0.5735 3.7884 -2.5877
C -0.9844 2.4360 -2.2095
C -2.4683 2.5931 -2.1766
O -2.7714 3.8917 -1.8210
C -1.6040 4.6939 -1.8034
H -0.7299 3.8402 -3.6652
H 0.4740 3.9614 -2.3409
H -0.7433 2.2570 -1.1616
H -0.5825 1.6763 -2.8799
H -2.9355 1.8012 -1.5912
H -2.6989 2.4261 -3.2287
H -1.2029 4.8046 -0.7959
H -1.6145 5.6027 -2.4052
C 0.1065 -1.2196 -0.3084
C -1.0160 -0.1634 -0.1356
C -0.2681 1.1049 -0.4570
O 1.1097 0.9544 0.0531
C 1.2010 -0.4824 0.4019
H 0.3379 -1.3655 -1.3635
H -0.1710 -2.1687 0.1502
H -1.3118 -0.2726 0.9078
H -1.9088 -0.2748 -0.7509
H -0.8267 1.8876 0.0563
H -0.3927 1.2796 -1.5257
H 1.1160 -0.6970 1.4672
H 2.1969 -0.8413 0.1420
O 4.2653 -0.2801 -1.4006
S 3.9886 -1.4608 -0.5554
O 2.8956 -1.4934 0.4087
O 3.8316 -2.8655 -1.4779
C 4.1441 -4.0617 -0.9059
C 3.5121 -5.0530 -1.8396
C 5.4877 -1.8357 0.4287
H 3.5385 -4.1722 -0.0064
H 5.2138 -4.2245 -0.7743
H 3.6965 -6.0415 -1.4187
H 3.6512 -4.8937 -2.9089
H 2.4531 -4.7978 -1.8010
H 5.4322 -2.6346 1.1681
H 5.8694 -1.0393 1.0676
H 6.3110 -2.1617 -0.2068
O -6.3181 -3.3816 0.7938
S -6.2887 -2.1980 -0.0875
O -7.4219 -1.2614 -0.3089
O -5.0336 -1.3012 0.3873
C -3.9114 -1.8676 0.9895
C -2.9648 -0.7516 1.2311
C -5.6274 -2.6322 -1.7024
H -3.5342 -2.4959 0.1826
H -4.1970 -2.3603 1.9189
H -3.2621 -0.1343 2.0788
H -2.7386 -0.2031 0.3167
H -1.9975 -1.1903 1.4760
H -5.9977 -1.9299 -2.4492
H -5.9521 -3.6663 -1.8182
H -4.5518 -2.4561 -1.6902
C 5.3130 4.2435 0.0694
O 4.6317 3.0588 -0.2552
C 4.0364 2.9030 -1.4747
O 4.3865 3.5082 -2.4674
O 3.1455 1.8517 -1.4749
C 2.8566 1.0511 -0.3184
H 5.8245 4.6874 -0.7847
H 6.0916 3.9108 0.7558
H 4.5921 4.9915 0.3992
H 2.2271 1.6261 0.3607
H 3.7237 0.7388 0.2636
H 2.3465 0.1724 -0.7130
C 0.7712 -4.1546 0.8591
O -0.1678 -4.9771 0.0153
C 0.2347 -5.4870 -1.0682
O 1.4354 -5.6863 -1.4118
O -0.8690 -5.8028 -1.7261
C -0.8028 -6.4338 -3.0078
H 0.7465 -3.1086 0.5535
H 1.8068 -4.4720 0.7364
H 0.5827 -4.3165 1.9204
H -1.7626 -6.2984 -3.5065
H -0.6297 -7.4911 -2.8072
H 0.0419 -6.0816 -3.5998
C -2.5595 2.2225 0.2396
O -2.9943 2.9875 1.2894
C -4.3691 3.2968 1.5288
O -5.3012 2.7894 0.9064
O -4.4597 4.2046 2.5641
C -5.7091 4.5387 3.2146
H -3.0727 2.4964 -0.6822
H -2.6936 1.1549 0.4138
H -1.4824 2.3437 0.1248
H -6.3386 4.9901 2.4478
H -5.6581 5.1062 4.1438
H -6.1245 3.5824 3.5325
*
```

The relative energy (zero: lowest compared OMol25 entry of this formula, charge and spin) comes out at 4376.3 kJ/mol. The HOMO energy is -0.274 hartree. The gap between HOMO and LUMO is 7.48 eV. Its total energy is -3677.39662 a.u.

---

[3]
A molecular structure, C35H77B3N2O17P2S, computed with ωB97M-V/def2-TZVPD.

```
! RIJCOSX wB97M-V def2-TZVPD def2/J DEFGRID3
* xyz 0 1
N 0.5084 6.1555 -1.7282
C 0.0445 5.5803 -0.4817
C -0.0666 4.0490 -0.4955
B -1.2749 3.5426 -1.3456
O -2.5929 3.8740 -1.1115
B -3.4137 2.7839 -1.3340
P -5.3391 2.8638 -1.5160
N -5.8831 2.5575 0.0966
O -5.7363 4.4201 -1.8793
O -2.8783 1.5099 -1.4383
B -1.6297 1.4504 -1.9547
P -0.6731 -0.2218 -1.9978
O -0.1517 -0.4045 -0.4739
O 0.6554 -0.0211 -2.8598
S -1.8244 -1.6500 -2.5825
O -1.0585 2.6114 -2.3842
H -0.1146 5.9191 -2.4907
H 1.4275 5.8009 -1.9572
H 0.7170 5.8854 0.3117
H -0.9353 5.9813 -0.2546
H -0.2125 3.6572 0.5112
H 0.8365 3.5806 -0.8675
H -5.2185 2.9815 0.7384
H -5.7181 1.5502 0.1830
H -5.7048 4.5245 -2.8468
H 0.6849 -0.9051 -0.5135
H 1.1457 -0.8599 -2.9409
C 4.6638 -1.1153 -0.3967
C 4.2842 -1.6877 -1.7378
O 3.5025 -2.6098 -1.8396
C 4.9169 -1.0515 -2.9473
H 4.1422 -1.6504 0.3934
H 5.7361 -1.2088 -0.2356
H 4.3903 -0.0611 -0.3513
H 5.9972 -1.1439 -2.8948
H 4.6458 0.0064 -2.9912
H 4.5666 -1.5475 -3.8483
C -3.5135 -4.3427 1.9294
C -2.3320 -3.4085 1.9343
O -1.2435 -3.7650 2.3267
C -2.5680 -2.0192 1.4109
H -3.2104 -5.3127 2.3175
H -4.3111 -3.9471 2.5614
H -3.8794 -4.4694 0.9088
H -3.3303 -1.5143 2.0074
H -2.8895 -2.0737 0.3694
H -1.6441 -1.4503 1.4615
C 8.6415 -3.2243 -5.9997
C 8.5075 -2.3689 -4.7652
O 7.4280 -1.9907 -4.3741
C 9.7806 -2.0075 -4.0409
H 7.6574 -3.4100 -6.4213
H 9.2586 -2.7156 -6.7417
H 9.1068 -4.1775 -5.7448
H 10.4430 -1.4503 -4.7048
H 10.2912 -2.9123 -3.7085
H 9.5453 -1.3934 -3.1753
C 7.0873 1.9430 0.1972
C 6.3443 1.6330 1.4761
O 6.0290 0.5014 1.7601
C 6.0094 2.8009 2.3671
H 7.2640 1.0230 -0.3551
H 6.4997 2.6234 -0.4214
H 8.0455 2.4115 0.4258
H 5.3819 3.5117 1.8273
H 6.9211 3.3063 2.6877
H 5.4719 2.4493 3.2435
C 3.3507 7.3902 1.7200
C 3.4181 6.7136 3.0692
O 4.4698 6.3321 3.5292
C 2.1176 6.5350 3.8092
H 4.3494 7.4557 1.2949
H 2.7113 6.8192 1.0446
H 2.9413 8.3957 1.8256
H 1.4283 5.9271 3.2232
H 1.6599 7.5072 4.0005
H 2.3020 6.0374 4.7541
C -5.4208 -2.6264 -1.5327
C -6.3443 -1.6665 -0.8262
O -5.9527 -0.5854 -0.4449
C -7.7652 -2.1148 -0.6168
H -4.4320 -2.1825 -1.6210
H -5.3476 -3.5612 -0.9724
H -5.8030 -2.8439 -2.5311
H -7.7878 -3.0236 -0.0167
H -8.2415 -2.3113 -1.5783
H -8.3203 -1.3370 -0.0978
C -2.9461 -7.2983 -2.6723
C -3.0225 -6.5018 -1.3935
O -4.0786 -6.0846 -0.9751
C -1.7253 -6.2526 -0.6651
H -3.9421 -7.4055 -3.0944
H -2.3057 -6.7861 -3.3918
H -2.5338 -8.2882 -2.4715
H -1.0381 -5.6978 -1.3059
H -1.2662 -7.2008 -0.3816
H -1.9144 -5.6724 0.2321
C -8.0244 -4.4995 3.1507
C -8.9353 -5.1120 2.1142
O -9.2951 -4.4893 1.1438
C -9.3736 -6.5371 2.3452
H -7.7854 -3.4774 2.8667
H -8.5165 -4.4928 4.1243
H -7.1008 -5.0761 3.2240
H -9.9199 -6.6126 3.2866
H -8.5031 -7.1934 2.3865
H -10.0203 -6.8538 1.5313
C 3.8886 -5.8831 3.5179
C 2.3839 -5.7436 3.4709
O 1.6611 -6.6835 3.7017
C 1.8355 -4.3820 3.1234
H 4.1516 -6.9056 3.7775
H 4.3165 -5.6398 2.5441
H 4.3035 -5.2061 4.2661
H 2.1853 -4.0835 2.1329
H 2.1739 -3.6481 3.8577
H 0.7502 -4.4090 3.1204
C 1.0572 4.8837 7.5849
C 0.3646 4.1337 6.4727
O 0.2361 4.6137 5.3717
C -0.1586 2.7568 6.7999
H 1.3839 5.8549 7.2220
H 0.3720 5.0283 8.4213
H 1.9257 4.3215 7.9310
H -0.8922 2.8172 7.6052
H 0.6613 2.1099 7.1152
H -0.6308 2.3293 5.9194
C -0.1248 6.4151 -6.6803
C -1.1892 6.1246 -5.6512
O -1.1134 6.5560 -4.5254
C -2.3529 5.2708 -6.0912
H 0.6492 7.0352 -6.2358
H 0.3202 5.4824 -7.0304
H -0.5602 6.9416 -7.5308
H -1.9969 4.2924 -6.4175
H -2.8784 5.7511 -6.9178
H -3.0403 5.1407 -5.2592
*
```

The HOMO energy is -0.283 hartree. The gap between HOMO and LUMO is 7.86 eV. Its total energy is -3924.19132 a.u.